w.
Density functional theory data (wB97M-V/def2-TZVPD) for a 10-piece molecular cluster, C40H110N10O10 overall.

Structure (XYZ):
```
170
C40H110N10O10, DFT wB97M-V/def2-TZVPD
C 19.51131 7.40271 11.01460
O 20.66966 7.89344 10.36742
C 21.49916 8.77315 11.16857
C 22.84629 9.14492 10.35282
C 23.71126 7.92601 10.19757
N 23.52277 10.23271 10.97238
H 19.01878 6.55866 10.53181
H 18.81612 8.18096 11.32944
H 19.70760 7.02903 12.01956
H 20.85130 9.60053 11.45809
H 21.79887 8.11557 11.98458
H 22.57097 9.54732 9.37794
H 24.69143 8.14147 9.77221
H 23.33893 7.21168 9.46326
H 23.98321 7.47586 11.15229
H 22.76885 10.89258 11.09996
H 24.18285 10.68525 10.35626
C 19.18659 -2.05972 13.77483
O 20.00066 -1.61828 14.83518
C 21.20812 -2.32386 14.73237
C 22.26598 -1.78389 15.76101
C 23.57936 -2.64306 15.76250
N 21.71963 -1.57383 17.04532
H 18.97363 -3.10725 13.56168
H 19.66226 -1.61108 12.90272
H 18.24815 -1.50525 13.77302
H 21.08756 -3.39379 14.90215
H 21.57788 -2.22856 13.71146
H 22.51026 -0.76746 15.45233
H 24.17890 -2.65543 14.85228
H 23.25592 -3.66926 15.93690
H 24.33117 -2.37302 16.50410
H 21.67184 -2.50101 17.44298
H 20.72649 -1.46058 16.90056
C 14.50112 5.45988 0.70671
O 13.74407 6.68129 0.71052
C 13.68300 7.31786 2.00959
C 12.74174 8.56984 2.10605
C 11.33725 8.19355 2.20122
N 12.95072 9.46131 1.02342
H 15.49512 5.81178 0.98278
H 14.63234 5.03315 -0.28766
H 14.12727 4.73707 1.43190
H 13.18753 6.58595 2.64749
H 14.62175 7.49373 2.53489
H 12.94857 9.13652 3.01391
H 10.95581 7.67431 1.32203
H 10.77284 9.07922 2.49303
H 11.09824 7.61271 3.09207
H 13.91867 9.45062 0.73525
H 12.51714 8.98843 0.24336
C 15.11175 2.48459 7.35951
O 15.10947 1.16028 6.83685
C 15.09376 0.04156 7.75162
C 15.61195 -1.27423 7.12807
C 17.15897 -1.46019 7.01762
N 14.97630 -1.47534 5.80707
H 15.07140 3.18401 6.52448
H 15.86714 2.52895 8.14407
H 14.18118 2.55778 7.92234
H 15.71942 0.20518 8.62906
H 14.08883 -0.00655 8.17102
H 15.09560 -2.00594 7.74943
H 17.47254 -0.65214 6.35668
H 17.30592 -2.43527 6.55314
H 17.65759 -1.32735 7.97774
H 15.62410 -0.93336 5.25325
H 14.11717 -0.94867 5.87505
C 7.89587 -8.13450 2.10857
O 7.73665 -6.71817 2.52350
C 8.85641 -5.88613 2.07027
C 8.94258 -4.50211 2.60025
C 8.04886 -3.36343 1.97130
N 10.35532 -4.14136 2.56782
H 7.19332 -8.64235 2.76935
H 8.87282 -8.55830 2.34105
H 7.72035 -8.18260 1.03387
H 9.75504 -6.46091 2.29434
H 8.86021 -5.75422 0.98829
H 8.65259 -4.40356 3.64635
H 7.03915 -3.77065 1.91873
H 8.33000 -3.05768 0.96354
H 8.09699 -2.46534 2.58708
H 10.85087 -4.51605 3.36415
H 10.45472 -3.14197 2.67472
C 16.79284 -6.71446 3.91174
O 18.13189 -6.39003 4.13029
C 19.02798 -7.31290 4.74675
C 20.40267 -6.86233 4.31216
C 20.50505 -6.72826 2.78573
N 21.44428 -7.75520 4.79262
H 16.28455 -5.88495 3.42016
H 16.42429 -6.78451 4.93515
H 16.74789 -7.61560 3.30016
H 18.81578 -7.28438 5.81551
H 18.80259 -8.35887 4.53883
H 20.66658 -5.96665 4.87447
H 20.57911 -7.66403 2.23171
H 21.39033 -6.17505 2.47214
H 19.66920 -6.12691 2.42818
H 21.75895 -8.43283 4.11299
H 21.05683 -8.37572 5.48899
C 17.39761 -2.56441 -4.44797
O 17.45597 -1.44838 -3.56851
C 18.47358 -1.39016 -2.58354
C 18.01307 -2.28181 -1.41137
C 16.67685 -1.91339 -0.76526
N 18.98796 -2.30987 -0.30645
H 18.28653 -2.48294 -5.07350
H 16.47607 -2.80515 -4.97799
H 17.55382 -3.46523 -3.85449
H 19.40996 -1.79042 -2.97227
H 18.66065 -0.41503 -2.13386
H 17.85764 -3.31022 -1.73742
H 15.77571 -1.98919 -1.37379
H 16.82983 -0.97298 -0.23581
H 16.50800 -2.60230 0.06238
H 19.87412 -2.61212 -0.68522
H 18.71346 -2.96020 0.41592
C 7.64477 3.78986 5.78263
O 8.56393 3.78215 4.72107
C 9.56272 2.79781 4.77161
C 10.39306 2.86397 3.47773
C 9.59435 2.72143 2.16947
N 11.29875 1.70624 3.47416
H 6.87666 4.54294 5.60663
H 8.18453 4.19245 6.63976
H 7.17702 2.82309 5.96888
H 10.06819 2.67406 5.72935
H 9.04665 1.84001 4.70528
H 10.85166 3.85176 3.43254
H 9.18900 1.70981 2.14947
H 10.08489 3.05059 1.25342
H 8.80594 3.47257 2.21755
H 12.09567 1.90543 4.06180
H 11.74125 1.65519 2.56769
C 12.97392 -9.75349 5.63270
O 12.76303 -8.82986 6.71276
C 11.66002 -7.92289 6.55789
C 11.18906 -7.44079 7.99225
C 10.01848 -6.53903 7.81285
N 12.25623 -6.77098 8.62459
H 12.98203 -9.21824 4.68321
H 12.16715 -10.48560 5.59730
H 13.86358 -10.37151 5.75384
H 11.74810 -7.11300 5.83371
H 10.79496 -8.40990 6.10778
H 11.10713 -8.31475 8.63846
H 9.07758 -7.08916 7.80062
H 10.08264 -5.86814 6.95618
H 9.92381 -5.86894 8.66733
H 13.18070 -7.01985 8.30287
H 12.21505 -7.19167 9.54190
C 21.19307 1.66186 8.68379
O 21.72554 0.59589 7.99887
C 23.19099 0.42177 8.00644
C 23.50904 -1.11318 8.26060
C 24.93718 -1.33730 8.76633
N 23.45434 -1.78646 6.99285
H 21.12953 1.49190 9.75858
H 20.21055 1.80824 8.23508
H 21.74823 2.58225 8.50279
H 23.62259 0.75740 7.06347
H 23.56100 1.11843 8.75867
H 22.74256 -1.40242 8.97959
H 25.72315 -1.13123 8.03976
H 25.03384 -2.35541 9.14342
H 25.19546 -0.71660 9.62430
H 23.46650 -2.79635 6.98500
H 22.60434 -1.55462 6.49902
```

Results
E_HOMO in Ha: -0.3366
SMILES: COC[C@H](C)N.COC[C@H](C)N.COC[C@H](C)N.COC[C@H](C)N.COC[C@H](C)N.COC[C@H](C)N.COC[C@H](C)N.COC[C@H](C)N.COC[C@H](C)N.COC[C@H](C)N



x.
Density functional theory data (wB97M-V/def2-TZVPD) for a 10-piece molecular cluster, C40H110N10O10 overall.

Structure (XYZ):
```
170
C40H110N10O10, DFT wB97M-V/def2-TZVPD
C 0.61457 5.04059 -6.02064
O 1.38224 5.92701 -5.13052
C 2.69679 5.44188 -4.73488
C 3.31120 6.21923 -3.56163
C 4.78734 5.82906 -3.32062
N 2.60990 5.82337 -2.34284
H 1.17022 4.78750 -6.92359
H -0.30954 5.48255 -6.39319
H 0.37252 4.14848 -5.44300
H 2.65966 4.36644 -4.56130
H 3.24251 5.50369 -5.67642
H 3.23358 7.29509 -3.71846
H 5.34408 6.58525 -2.76717
H 5.27763 5.72458 -4.28850
H 4.92758 4.98401 -2.64660
H 1.62940 5.66855 -2.52923
H 2.89012 4.86648 -2.18173
C -4.95284 -6.48087 0.46770
O -4.83508 -7.45934 -0.59292
C -4.91657 -7.00212 -1.92814
C -4.84835 -8.13492 -2.93473
C -3.46734 -8.79793 -2.89529
N -5.17213 -7.80579 -4.25583
H -4.74135 -5.47269 0.11139
H -4.16386 -6.55133 1.21648
H -5.94066 -6.44802 0.92730
H -5.71865 -6.29493 -2.13947
H -4.11007 -6.29798 -2.13264
H -5.45191 -8.97057 -2.58045
H -2.68734 -8.03901 -2.83405
H -3.28650 -9.41826 -3.77312
H -3.31856 -9.46093 -2.04300
H -6.08167 -7.40020 -4.42418
H -4.44565 -7.27452 -4.71416
C -2.58062 -3.82620 -6.48694
O -2.38321 -4.92444 -7.44025
C -1.22963 -4.75593 -8.24306
C -1.26591 -3.61346 -9.28954
C -2.19994 -4.02692 -10.50119
N 0.09008 -3.16088 -9.69486
H -2.01011 -4.11767 -5.60509
H -3.61572 -3.87420 -6.14878
H -2.39117 -2.82891 -6.88396
H -0.36388 -4.62846 -7.59317
H -0.84263 -5.64365 -8.74333
H -1.71726 -2.69979 -8.90274
H -2.38752 -5.10054 -10.51750
H -1.77915 -3.81220 -11.48350
H -3.11030 -3.42760 -10.51409
H 0.58534 -2.64731 -8.97995
H 0.70521 -3.93531 -9.89978
C 1.57111 -1.60672 6.94896
O 1.90216 -2.60492 7.88618
C 1.22884 -3.82065 7.62406
C 1.18346 -4.75526 8.84416
C 0.52643 -6.15431 8.71514
N 0.67086 -4.09172 10.03850
H 2.10008 -1.73235 6.00423
H 1.96302 -0.64612 7.28323
H 0.49132 -1.47005 6.88990
H 0.18336 -3.54155 7.49294
H 1.60178 -4.37640 6.76374
H 2.22800 -4.94295 9.09273
H -0.52518 -6.06898 8.44143
H 0.35622 -6.68787 9.65025
H 0.91903 -6.79728 7.92739
H 1.10078 -3.18178 9.95330
H -0.29459 -3.85758 9.85630
C -1.21173 -0.70065 0.37954
O -0.62797 0.50081 0.77202
C 0.70974 0.29511 1.20129
C 1.63526 1.57018 1.21244
C 0.79350 2.79844 1.74052
N 1.94084 1.75544 -0.19591
H -1.23411 -1.38347 1.22886
H -0.77293 -1.22306 -0.47056
H -2.27075 -0.52644 0.18921
H 0.56788 -0.21388 2.15465
H 1.10413 -0.46128 0.52273
H 2.57377 1.42508 1.74745
H -0.13657 3.05419 1.23290
H 1.44083 3.65099 1.94602
H 0.52726 2.62431 2.78306
H 2.74985 1.20057 -0.43624
H 1.27837 1.20499 -0.72340
C -4.00390 3.73627 4.72400
O -4.99386 4.06167 5.72632
C -5.79444 2.92702 6.08864
C -6.87697 2.71181 5.03044
C -7.75636 4.00475 4.90037
N -7.83323 1.68596 5.53960
H -4.51829 3.51657 3.78847
H -3.50566 2.79629 4.96128
H -3.33818 4.54382 4.41939
H -5.24553 1.98544 6.10436
H -6.07305 3.12425 7.12381
H -6.49574 2.44251 4.04544
H -8.38594 4.17070 5.77455
H -8.33697 3.92457 3.98137
H -7.19284 4.93774 4.90823
H -8.42349 1.49006 4.74380
H -8.53702 2.04696 6.16766
C 7.16985 5.57744 2.91847
O 8.19284 5.66158 3.96875
C 7.96298 6.92820 4.63163
C 8.33693 6.87345 6.12716
C 7.32828 6.07374 6.97072
N 8.25234 8.22241 6.75918
H 6.18968 5.28697 3.29663
H 7.42901 4.76390 2.24089
H 7.04773 6.49005 2.33510
H 8.44706 7.81159 4.21522
H 6.92380 7.25600 4.60439
H 9.36141 6.51945 6.24208
H 7.60809 6.05771 8.02408
H 7.36916 5.04415 6.61524
H 6.25400 6.25785 6.98202
H 8.80941 8.80572 6.15130
H 7.30881 8.57839 6.70324
C -4.78785 4.68495 -1.41995
O -6.07799 5.13812 -1.81110
C -7.03231 4.09040 -2.07950
C -8.48214 4.48386 -2.38565
C -9.18214 5.08030 -1.18342
N -9.25905 3.36279 -2.84219
H -4.80754 4.03976 -0.54163
H -4.30225 5.61557 -1.12632
H -4.13713 4.31557 -2.21256
H -6.71716 3.39725 -2.85945
H -7.18567 3.30400 -1.34048
H -8.52526 5.23228 -3.17692
H -9.31354 4.39058 -0.34968
H -10.17049 5.42496 -1.48757
H -8.58852 5.90965 -0.79889
H -9.98734 3.75799 -3.41972
H -8.76333 2.91331 -3.59871
C 3.01146 0.08332 -7.35691
O 3.53921 -0.84220 -6.40535
C 2.59864 -1.22810 -5.39032
C 3.31944 -2.09693 -4.34342
C 2.36631 -3.07371 -3.69571
N 3.94648 -1.17003 -3.45937
H 2.92455 1.06035 -6.88154
H 2.00379 -0.25427 -7.59920
H 3.70185 0.00976 -8.19718
H 2.12787 -0.35316 -4.94200
H 1.83764 -1.78188 -5.94011
H 4.07341 -2.69188 -4.85886
H 1.87688 -3.81456 -4.32791
H 1.53700 -2.56930 -3.19979
H 2.83710 -3.69436 -2.93332
H 4.35002 -1.70861 -2.70626
H 4.74638 -0.72751 -3.88886
C 2.53054 -4.82824 2.10106
O 3.64172 -3.93776 1.94355
C 4.84578 -4.30386 2.58011
C 5.98309 -3.39364 2.06811
C 7.35487 -3.67371 2.66281
N 5.77989 -1.97371 2.43835
H 2.81754 -5.82961 1.78014
H 1.83726 -4.42714 1.36175
H 1.98602 -4.81427 3.04520
H 4.68554 -4.19982 3.65324
H 5.05252 -5.33226 2.28386
H 6.04266 -3.51505 0.98654
H 7.48872 -4.75133 2.56841
H 7.49115 -3.31613 3.68343
H 8.13731 -3.20461 2.06628
H 5.88578 -1.92156 3.44143
H 4.80248 -1.77626 2.27787
```

Results
E_HOMO in Ha: -0.3393
SMILES: COC[C@H](C)N.COC[C@H](C)N.COC[C@H](C)N.COC[C@H](C)N.COC[C@H](C)N.COC[C@H](C)N.COC[C@H](C)N.COC[C@H](C)N.COC[C@H](C)N.COC[C@H](C)N



The structure with the greatest stability is x.



w.
Density functional theory data (wB97M-V/def2-TZVPD) for a 2-piece molecular cluster, C3H9NO2 overall.

Structure (XYZ):
```
15
C3H9NO2, DFT wB97M-V/def2-TZVPD
C -2.23083 -0.06636 0.26880
C -1.69256 -1.10387 -0.73102
O -1.27776 -2.32804 -0.27516
O -1.66253 -0.95551 -1.91443
H -1.83720 -0.25941 1.27820
H -3.32611 -0.05669 0.22299
H -1.98869 0.89884 -0.03829
C 2.42178 1.16715 -0.39359
N 1.74797 0.67578 0.86775
H 0.79982 0.41463 0.69276
H -1.36744 -2.47736 0.69114
H 2.44880 0.11829 1.33934
H 1.82189 1.89110 -0.92060
H 2.83337 0.43874 -1.07742
H 3.30947 1.64271 -0.01045
```

Results
Charge: +1
<S²>: 0.75
E_HOMO (alpha / beta) in Ha: -0.5038 / -0.5038
Multiplicity: 2



x.
Density functional theory data (wB97M-V/def2-TZVPD) for a 2-piece molecular cluster, C3H9NO2 overall.

Structure (XYZ):
```
15
C3H9NO2, DFT wB97M-V/def2-TZVPD
C -0.54746 -1.34756 0.76746
C 0.74754 -0.86759 0.09753
C 0.63219 0.22169 -0.95756
N 1.72142 0.77804 -1.41794
O -0.48288 0.59441 -1.38230
H -0.65476 -0.86667 1.72987
H -0.52608 -2.41230 0.93556
H -1.44419 -1.14634 0.19658
H 1.37168 -0.39173 0.85443
H 1.36108 -1.67009 -0.33883
H 2.61840 0.35587 -1.19118
H 1.67472 1.37159 -2.25232
H -1.91931 1.70504 0.24171
H -2.50936 2.21676 1.54913
O -2.04300 1.45890 1.16787
```

Results
Charge: +1
<S²>: 0.75
E_HOMO (alpha / beta) in Ha: -0.5509 / -0.5509
Multiplicity: 2



The structure with the greatest stability is x.